This record from the Open Molecules 2025 dataset describes a molecular structure, C43H44N6O3S4W. The level of theory is the ωB97M-V functional and the def2-TZVPD basis.

The geometry in XYZ format:
```
101
Properties=species:S:1:pos:R:3:nbo_charge:R:1
W 0.175 -0.120 0.393 0.477
C 6.806 -3.449 0.802 -0.641
C 5.715 -2.420 0.902 0.036
C 4.579 -2.666 1.677 -0.212
C 3.582 -1.714 1.799 -0.244
C 3.713 -0.502 1.125 -0.221
C 4.843 -0.227 0.367 -0.196
C 5.831 -1.189 0.254 -0.188
S 2.459 0.721 1.295 1.111
O 2.787 1.770 0.284 -0.716
C 1.363 -0.300 -1.346 -0.317
C 2.365 -1.273 -1.609 -0.289
C 3.328 -1.088 -2.550 -0.091
C 3.441 0.153 -3.212 -0.100
C 4.481 0.387 -4.144 -0.179
C 4.639 1.614 -4.715 -0.186
C 3.791 2.674 -4.330 -0.171
C 2.754 2.463 -3.468 -0.218
C 2.503 1.176 -2.921 0.047
C 1.376 0.891 -2.063 -0.049
C 0.313 1.967 -2.107 -0.013
C -0.149 2.324 -3.421 0.025
C -0.057 1.415 -4.506 -0.196
C -0.444 1.784 -5.761 -0.190
C -0.925 3.088 -6.008 -0.174
C -1.072 3.969 -4.977 -0.177
C -0.720 3.600 -3.657 -0.087
C -0.888 4.502 -2.575 -0.098
C -0.630 4.094 -1.308 -0.232
C -0.058 2.819 -1.077 -0.289
S -0.146 2.253 0.603 1.459
O 0.615 2.961 1.637 -0.926
C -1.864 2.652 0.926 -0.312
C -2.867 2.463 -0.018 -0.194
C -4.179 2.707 0.341 -0.142
C -4.511 3.138 1.625 0.023
C -5.943 3.402 2.000 -0.640
C -3.486 3.345 2.544 -0.208
C -2.164 3.104 2.203 -0.202
H 6.397 -4.459 0.789 0.226
H 7.464 -3.375 1.671 0.246
H 7.414 -3.301 -0.088 0.233
H 4.496 -3.609 2.204 0.221
H 2.707 -1.906 2.412 0.210
H 4.923 0.732 -0.128 0.256
H 6.716 -0.978 -0.333 0.234
H 2.413 -2.190 -1.033 0.182
H 4.054 -1.867 -2.755 0.218
H 5.154 -0.429 -4.380 0.221
H 5.424 1.787 -5.439 0.233
H 3.975 3.670 -4.712 0.231
H 2.136 3.304 -3.187 0.222
H 0.305 0.411 -4.327 0.221
H -0.382 1.075 -6.576 0.231
H -1.185 3.380 -7.017 0.234
H -1.465 4.963 -5.151 0.228
H -1.259 5.501 -2.767 0.229
H -0.835 4.732 -0.457 0.246
H -2.629 2.165 -1.030 0.237
H -4.965 2.563 -0.390 0.219
H -6.625 2.814 1.388 0.225
H -6.184 4.456 1.844 0.245
H -6.121 3.178 3.051 0.225
H -3.720 3.719 3.534 0.228
H -1.360 3.295 2.904 0.253
C 0.936 -5.276 1.246 -0.682
C -0.425 -4.792 0.914 0.375
N -1.536 -5.427 1.086 -0.206
N -2.497 -4.603 0.587 -0.324
C -2.002 -3.472 0.097 0.226
S -2.869 -2.281 -0.768 0.245
N -0.679 -3.571 0.305 -0.188
N 0.271 -2.639 -0.091 -0.602
H 0.857 -6.290 1.629 0.284
H 1.410 -4.644 2.000 0.242
H 1.566 -5.290 0.355 0.251
H -3.454 -4.919 0.542 0.453
H 1.148 -2.859 0.371 0.421
H 0.383 -2.644 -1.103 0.428
S -2.041 -0.410 -0.420 -0.114
C -3.972 -0.356 1.977 0.169
N -3.992 -0.185 3.309 -0.640
C -5.166 -0.753 4.010 -0.252
C -5.968 -1.338 2.845 -0.252
N -5.071 -1.071 1.699 -0.635
H -3.370 0.441 3.784 0.400
H -5.709 0.018 4.554 0.212
H -4.850 -1.514 4.723 0.200
H -6.926 -0.837 2.705 0.210
H -6.145 -2.407 2.958 0.204
H -5.377 -1.247 0.760 0.405
C -0.077 -2.712 3.915 -0.267
O 0.209 -2.258 2.572 -0.533
C -0.044 -1.019 2.183 0.269
C -0.515 -0.010 3.184 -0.743
H 0.038 -3.792 3.893 0.212
H -1.098 -2.470 4.200 0.205
H 0.626 -2.278 4.623 0.210
H -1.098 -0.444 3.997 0.248
H -1.123 0.760 2.699 0.265
H 0.361 0.472 3.631 0.268
```

## Properties
2S+1: 3
DFT total energy: -3878.36718 Eh
net charge: +2
molar mass: 1004.972 g/mol
F_max: 2.22 eV/A